Entry from the Open Molecules 2025 dataset: a cluster of 5 separate species, C31H59BCl3FO24S5 in total (ωB97M-V with the def2-TZVPD basis set).

Values from the calculation:
- LUMO (Eh) = 0.0078
- structure (SMILES) = CCC[C@H](C)[C@@]1(COO)[C@](COCC)([C@@H](Cl)[C@H](C)Cl)[C@@H](CCCF)[C@](B(O)OC)([C@@H](Cl)CC)OS1(=O)=O.O=S1(=O)OCCO1.O=S1(=O)OCCO1.O=S1(=O)OCCO1.O=S1(=O)OCCO1
- relative energy (zero: lowest compared OMol25 entry of this formula, charge and spin) (kcal/mol) = 72.0

Element x y z (Å)
1 C 4.0598 -2.4956 3.7378
2 C 4.7554 -2.7644 2.3349
3 C 4.4158 -1.5077 1.3816
4 C 4.6289 -1.9517 -0.1085
5 C 6.2152 -1.8722 -0.2476
6 C 3.7967 -1.4027 -1.3179
7 C 3.6571 -2.6629 -2.2877
8 O 4.8168 -3.5120 -2.3499
9 O 4.5518 -4.8015 -1.8886
10 C 2.3954 -0.6741 -0.9524
11 C 1.6583 -1.7681 -0.1252
12 O 0.3312 -2.1298 -0.5225
13 C -0.1037 -3.3182 0.1099
14 C -1.5700 -3.6345 -0.3766
15 C 1.5185 -0.2469 -2.1908
16 Cl 1.1586 -1.5711 -3.4359
17 C 0.0489 0.2857 -2.0281
18 C -0.3894 0.8235 -3.4987
19 Cl -0.4404 1.6454 -0.9594
20 C 2.7088 0.7316 -0.2230
21 C 2.2444 0.9573 1.2530
22 C 0.7543 0.6788 1.6534
23 C 0.7680 0.0030 3.0814
24 F 1.3243 0.9819 3.9639
25 C 4.0652 1.5036 -0.5947
26 B 4.9642 1.9238 0.7165
27 O 4.5881 2.8922 1.6807
28 O 6.2608 1.3562 0.9105
29 C 6.8391 1.7091 2.1707
30 C 3.7644 2.8673 -1.3849
31 Cl 2.7082 4.0441 -0.4966
32 C 5.0125 3.6175 -1.9234
33 C 5.5540 3.1527 -3.3352
34 O 5.0676 0.9054 -1.4094
35 S 4.7496 -0.2666 -2.4530
36 O 4.0642 0.0651 -3.7309
37 O 6.0225 -0.8921 -2.9450
38 H 4.5009 -1.5934 4.2236
39 H 4.1103 -3.3892 4.4025
40 H 2.9715 -2.2709 3.5857
41 H 4.2800 -3.6994 1.9555
42 H 5.8474 -2.8634 2.5059
43 H 3.3893 -1.3145 1.7376
44 H 5.1758 -0.7550 1.7175
45 H 4.4103 -3.0530 -0.0376
46 H 6.5720 -0.8500 -0.5054
47 H 6.7369 -2.1456 0.6975
48 H 6.6161 -2.5507 -1.0304
49 H 3.5600 -2.3561 -3.3624
50 H 2.7642 -3.2890 -2.0677
51 H 4.0425 -5.2861 -2.5621
52 H 1.5536 -1.5665 0.9811
53 H 2.1724 -2.7752 -0.1045
54 H 0.5607 -4.1895 -0.1158
55 H -0.1538 -3.1451 1.2145
56 H -2.2410 -2.8666 0.0850
57 H -1.8566 -4.6382 0.0122
58 H -1.6512 -3.6080 -1.4903
59 H 2.0427 0.6214 -2.6719
60 H -0.7101 -0.5223 -1.8907
61 H -1.0967 0.1134 -3.9888
62 H -0.9862 1.7619 -3.4034
63 H 0.4840 1.0919 -4.1306
64 H 2.0081 1.4629 -0.7272
65 H 2.9055 0.6020 2.0719
66 H 2.2724 2.0787 1.3763
67 H 0.1676 0.0001 0.9971
68 H 0.1247 1.5937 1.7926
69 H 1.4635 -0.8633 3.1404
70 H -0.2484 -0.2091 3.4727
71 H 4.1661 2.4833 2.4452
72 H 6.2110 1.4091 3.0504
73 H 7.7996 1.1434 2.2998
74 H 7.1167 2.7892 2.2048
75 H 3.1712 2.5347 -2.2818
76 H 5.8937 3.6970 -1.2488
77 H 4.6792 4.6776 -2.0821
78 H 4.8943 2.4419 -3.8760
79 H 6.5406 2.6532 -3.1476
80 H 5.7856 4.0075 -4.0179
81 C -1.5477 1.6762 4.8228
82 C -2.7775 2.0737 5.6195
83 O -3.8028 1.1750 5.1841
84 S -3.1361 -0.2496 4.8080
85 O -3.2788 -1.1273 5.9240
86 O -3.5533 -0.6069 3.4899
87 O -1.5981 0.2478 4.7479
88 H -1.5895 2.0737 3.8055
89 H -0.6237 1.9986 5.2997
90 H -3.0725 3.1056 5.4417
91 H -2.6229 1.9189 6.6903
92 C -4.2667 4.0446 -3.3279
93 C -4.5841 4.9149 -4.5303
94 O -3.6346 4.5156 -5.5253
95 S -3.3071 2.9413 -5.3421
96 O -4.1067 2.2004 -6.2649
97 O -1.8932 2.7772 -5.2393
98 O -3.9328 2.7648 -3.8655
99 H -3.3969 4.4246 -2.7865
100 H -5.1068 3.9591 -2.6425
101 H -4.4881 5.9767 -4.3131
102 H -5.5876 4.7120 -4.9136
103 C -6.0464 -0.0190 1.3561
104 C -7.0533 1.0943 1.5634
105 O -6.5969 2.1634 0.7265
106 S -5.8771 1.5381 -0.5801
107 O -6.8207 1.5264 -1.6543
108 O -4.5813 2.1264 -0.7048
109 O -5.7127 0.0275 -0.0358
110 H -5.1352 0.1594 1.9291
111 H -6.4539 -0.9914 1.6185
112 H -7.1097 1.4160 2.6010
113 H -8.0474 0.7966 1.2214
114 C -10.3538 -2.9925 -0.4893
115 C -9.0174 -3.6182 -0.8464
116 O -8.1275 -3.1962 0.1907
117 S -8.9533 -3.0531 1.5727
118 O -8.7698 -4.2466 2.3329
119 O -8.7103 -1.7490 2.1074
120 O -10.4383 -3.0799 0.9367
121 H -10.3835 -1.9367 -0.7695
122 H -11.1904 -3.5133 -0.9511
123 H -8.6527 -3.2944 -1.8189
124 H -9.0722 -4.7096 -0.8234



Entry from the Open Molecules 2025 dataset: a cluster of 6 separate species, C31H59FO15S5 in total (ωB97M-V with the def2-TZVPD basis set).

Values from the calculation:
- LUMO (Eh) = 0.0132
- structure (SMILES) = CCOCCOCCOC[C@@H]1CC(=O)O[C@@H]1F.O=S1(=O)CCCC1.O=S1(=O)CCCC1.O=S1(=O)CCCC1.O=S1(=O)CCCC1.O=S1(=O)CCCC1

Element x y z (Å)
1 C 7.8722 -0.8449 -0.7649
2 C 7.7283 0.5251 -1.4080
3 O 6.9239 1.3994 -0.6418
4 C 5.5780 1.5264 -1.0333
5 C 4.6515 0.6157 -0.2233
6 O 3.3973 1.2258 0.0102
7 C 2.2872 0.5840 -0.5782
8 C 1.0200 0.9956 0.1601
9 O 0.1253 -0.0933 0.3612
10 C -0.6624 -0.4353 -0.7589
11 C -0.1067 -1.6308 -1.5261
12 C 0.6217 -1.3790 -2.8565
13 C 0.0485 -2.3981 -3.7991
14 O 0.1263 -2.4878 -4.9847
15 O -0.6568 -3.3225 -3.0579
16 C -1.1480 -2.6735 -1.9232
17 F -2.3322 -2.0500 -2.2833
18 H 7.0186 -1.4900 -0.9698
19 H 7.9778 -0.7483 0.3121
20 H 8.7543 -1.3421 -1.1674
21 H 8.7128 0.9851 -1.4984
22 H 7.3289 0.4157 -2.4188
23 H 5.4681 1.3078 -2.0991
24 H 5.2589 2.5582 -0.8859
25 H 5.1134 0.4044 0.7415
26 H 4.5340 -0.3369 -0.7457
27 H 2.3787 -0.5023 -0.4937
28 H 2.2125 0.8385 -1.6425
29 H 1.2867 1.3644 1.1463
30 H 0.4756 1.7829 -0.3502
31 H -0.8007 0.4302 -1.4099
32 H -1.6538 -0.6921 -0.3837
33 H 0.6045 -2.1158 -0.8586
34 H 0.5492 -0.3771 -3.2741
35 H 1.6890 -1.5723 -2.7552
36 H -1.3445 -3.4037 -1.1429
37 C -3.8106 4.9708 0.6080
38 C -3.4896 4.3801 1.9887
39 C -2.4187 3.2993 1.7868
40 S -1.4915 3.7963 0.3279
41 O -1.7006 2.8133 -0.7100
42 O -0.1533 4.1840 0.7043
43 C -2.4629 5.2457 -0.0513
44 H -4.4028 5.8808 0.6830
45 H -4.3762 4.2480 0.0160
46 H -3.1023 5.1662 2.6391
47 H -4.3744 3.9644 2.4675
48 H -1.7275 3.2222 2.6217
49 H -2.8514 2.3239 1.5740
50 H -2.5105 5.3656 -1.1299
51 H -1.9630 6.1037 0.3924
52 C 2.9945 4.0466 3.8333
53 C 4.4890 3.9962 4.1820
54 C 4.7728 2.6150 4.7872
55 S 3.5624 1.4982 4.0595
56 O 2.6938 1.0158 5.1034
57 O 4.2287 0.5807 3.1723
58 C 2.6919 2.7397 3.1080
59 H 2.7506 4.9068 3.2123
60 H 2.4005 4.1121 4.7476
61 H 5.0784 4.1274 3.2728
62 H 4.7706 4.7892 4.8731
63 H 5.7655 2.2431 4.5488
64 H 4.6181 2.5975 5.8639
65 H 1.6360 2.4822 3.0790
66 H 3.1080 2.7245 2.1002
67 C -4.1876 -7.6452 -2.8107
68 C -3.1027 -7.0320 -3.7099
69 C -2.2839 -6.0693 -2.8415
70 S -2.3849 -6.7045 -1.1644
71 O -3.0835 -5.7368 -0.3473
72 O -1.0968 -7.2003 -0.7467
73 C -3.4799 -8.0692 -1.5278
74 H -4.6804 -8.4909 -3.2869
75 H -4.9501 -6.8981 -2.5813
76 H -2.4559 -7.8233 -4.0930
77 H -3.5292 -6.5130 -4.5665
78 H -1.2373 -6.0224 -3.1276
79 H -2.7058 -5.0668 -2.8342
80 H -4.1513 -8.2313 -0.6880
81 H -2.8576 -8.9492 -1.6882
82 C -4.7232 -7.9650 4.7477
83 C -4.0077 -6.8149 4.0229
84 C -3.5608 -7.3391 2.6518
85 S -4.7325 -8.6295 2.2170
86 O -4.0413 -9.8929 2.1611
87 O -5.5525 -8.1985 1.1095
88 C -5.6892 -8.5626 3.7289
89 H -5.2492 -7.6208 5.6367
90 H -3.9979 -8.7200 5.0574
91 H -4.7001 -5.9816 3.8903
92 H -3.1564 -6.4459 4.5920
93 H -3.5820 -6.5796 1.8735
94 H -2.5767 -7.8021 2.6884
95 H -6.0320 -9.5654 3.9713
96 H -6.5390 -7.9059 3.5469
97 C 1.1335 8.0994 -2.9651
98 C 0.2019 8.1440 -4.1852
99 C -1.2378 8.2010 -3.6585
100 S -1.1471 9.0140 -2.0554
101 O -1.5338 8.0665 -1.0380
102 O -1.7725 10.3080 -2.1194
103 C 0.6338 9.1870 -2.0192
104 H 2.1730 8.2638 -3.2429
105 H 1.0664 7.1244 -2.4780
106 H 0.4145 9.0371 -4.7751
107 H 0.3442 7.2813 -4.8334
108 H -1.9043 8.7772 -4.2943
109 H -1.6511 7.2082 -3.4927
110 H 0.9746 9.0772 -0.9927
111 H 0.8684 10.1843 -2.3895



Entry from the Open Molecules 2025 dataset: a cluster of 5 separate species, C31H59N4O4S in total (ωB97M-V with the def2-TZVPD basis set).

Values from the calculation:
- LUMO (Eh) = -0.1120
- net charge = +1

Element x y z (Å)
1 C 3.4852 -1.3302 1.1083
2 C 3.3517 -0.2791 2.2324
3 C 2.2825 -0.6005 3.2910
4 C 0.9319 0.0916 3.0682
5 C 0.4080 0.0395 1.6171
6 C -0.9177 -0.7393 1.4548
7 S -2.3178 0.3039 1.0648
8 C -1.8527 1.2527 -0.3710
9 C -2.2390 2.7225 -0.2720
10 C -1.3568 3.5424 0.6864
11 C -2.0306 4.7246 1.3579
12 O -1.7091 5.8418 1.1015
13 O -3.0249 4.5152 2.2453
14 C -3.3282 3.2215 2.7615
15 C -4.1817 3.3948 3.9942
16 O -3.3707 -0.6900 0.3980
17 C -4.4510 -1.1408 1.2833
18 C -5.4060 -1.9655 0.4299
19 C -4.9199 -3.3896 0.1937
20 O -6.6368 -2.0454 1.1332
21 H 2.7742 -2.1481 1.2525
22 H 4.4889 -1.7441 1.0589
23 H 3.2542 -0.8886 0.1356
24 H 4.3082 -0.2021 2.7455
25 H 3.1352 0.6966 1.7910
26 H 2.6452 -0.2695 4.2657
27 H 2.1412 -1.6812 3.3804
28 H 0.1929 -0.3403 3.7486
29 H 1.0351 1.1355 3.3712
30 H 1.1318 -0.4260 0.9512
31 H 0.3045 1.0598 1.2462
32 H -0.8752 -1.5415 0.7169
33 H -1.1975 -1.1838 2.4117
34 H -2.3576 0.7849 -1.2189
35 H -0.7798 1.1382 -0.5298
36 H -2.0885 3.0962 -1.2831
37 H -3.3060 2.8411 -0.0830
38 H -0.5641 3.9997 0.0967
39 H -0.8436 2.9018 1.4115
40 H -2.4135 2.6741 3.0099
41 H -3.8749 2.6375 2.0136
42 H -5.1108 3.9106 3.7585
43 H -4.4367 2.4093 4.3895
44 H -3.6473 3.9364 4.7722
45 H -4.9468 -0.2683 1.7129
46 H -4.0262 -1.7410 2.0896
47 H -5.5392 -1.4456 -0.5245
48 H -4.4633 -3.5007 -0.7874
49 H -5.7702 -4.0630 0.2741
50 H -4.1886 -3.6914 0.9456
51 H -7.0927 -1.1970 1.0959
52 C 0.9146 6.9247 -2.0871
53 C 0.8217 6.1359 -3.3870
54 C 0.3686 4.6883 -3.1616
55 C 1.3220 3.9359 -2.3433
56 N 2.0552 3.3565 -1.6749
57 H 1.6545 6.4899 -1.4132
58 H 1.2102 7.9544 -2.2832
59 H -0.0452 6.9448 -1.5666
60 H 1.7855 6.1353 -3.8985
61 H 0.1048 6.6069 -4.0611
62 H 0.2443 4.1642 -4.1104
63 H -0.6020 4.6794 -2.6586
64 C 5.6966 -1.7593 -3.8751
65 C 5.3359 -3.2132 -3.6010
66 C 4.7788 -3.4288 -2.1893
67 C 5.7604 -3.1018 -1.1557
68 N 6.5472 -2.8568 -0.3562
69 H 6.4765 -1.4112 -3.1964
70 H 6.0636 -1.6381 -4.8936
71 H 4.8276 -1.1092 -3.7529
72 H 6.2115 -3.8489 -3.7413
73 H 4.5817 -3.5524 -4.3130
74 H 4.4730 -4.4669 -2.0482
75 H 3.8941 -2.8074 -2.0314
76 C -7.0614 1.2186 -0.8707
77 C -7.5414 2.3103 -1.8197
78 C -6.6990 2.3993 -3.0984
79 C -5.3108 2.7576 -2.8096
80 N -4.2197 3.0233 -2.5703
81 H -6.0384 1.4118 -0.5352
82 H -7.7038 1.1727 0.0098
83 H -7.0818 0.2403 -1.3568
84 H -7.5310 3.2761 -1.3127
85 H -8.5738 2.1170 -2.1116
86 H -7.1095 3.1460 -3.7791
87 H -6.7030 1.4456 -3.6299
88 C 7.0360 -5.7007 1.9612
89 C 7.8151 -7.0083 1.9656
90 C 7.6782 -7.7599 0.6362
91 C 6.2893 -8.1246 0.3544
92 N 5.1903 -8.3765 0.1371
93 H 5.9688 -5.8854 1.8255
94 H 7.1645 -5.1659 2.9022
95 H 7.3692 -5.0427 1.1572
96 H 7.4726 -7.6467 2.7820
97 H 8.8758 -6.8181 2.1360
98 H 8.2827 -8.6680 0.6362
99 H 8.0359 -7.1360 -0.1856



Entry from the Open Molecules 2025 dataset: a structure of composition C31H60F24N8O19S8 (ωB97M-V with the def2-TZVPD basis set).

Values from the calculation:
- LUMO (Eh) = -0.0270

Element x y z (Å)
1 C -1.0365 3.9536 -4.7677
2 N -0.3049 3.1621 -3.7411
3 C 1.1196 3.3940 -3.9773
4 C -0.5723 3.7152 -2.4116
5 C -0.5386 1.7238 -3.9712
6 C -1.9527 1.3277 -3.7214
7 O -2.2219 1.3744 -2.2889
8 H -2.1070 3.8572 -4.6249
9 H -0.6283 3.6837 -5.7314
10 H -0.8382 5.0003 -4.5339
11 H 1.6452 2.9436 -3.1414
12 H 1.3842 4.4441 -3.9648
13 H 1.4904 2.8833 -4.8646
14 H -1.6432 3.8300 -2.2844
15 H -0.1647 4.7294 -2.3756
16 H -0.0606 3.1432 -1.6557
17 H 0.1446 1.1078 -3.3953
18 H -0.2593 1.5509 -5.0112
19 H -2.0209 0.2537 -3.9101
20 H -2.7462 1.9348 -4.1332
21 H -1.8170 0.5590 -1.8725
22 C 4.4761 1.3313 -1.3361
23 N 5.8859 0.9516 -0.9628
24 C 6.3128 1.7154 0.2607
25 C 6.0335 -0.4611 -0.6103
26 C 6.7999 1.3501 -2.0598
27 C 6.7042 0.4285 -3.2397
28 O 5.4728 0.6401 -3.9409
29 H 3.8613 1.0626 -0.4881
30 H 4.2253 0.6626 -2.1537
31 H 4.5373 2.3698 -1.6195
32 H 7.4005 1.6465 0.2319
33 H 6.0344 1.3273 1.2339
34 H 6.0227 2.7506 0.0984
35 H 5.2986 -0.6685 0.1609
36 H 7.0490 -0.6849 -0.2997
37 H 5.8299 -1.0858 -1.4757
38 H 7.8373 1.2388 -1.7480
39 H 6.5885 2.3548 -2.3811
40 H 6.8180 -0.6620 -3.1202
41 H 7.5633 0.6929 -3.8881
42 H 5.2879 -0.1802 -4.5365
43 C -3.6699 2.8211 2.9152
44 N -3.0178 1.7344 2.1990
45 C -3.6917 1.6263 0.8939
46 C -1.5720 1.9887 1.9275
47 C -3.2092 0.4802 3.0053
48 C -2.2655 0.2569 4.1761
49 O -2.1587 1.4174 4.9467
50 H -3.7295 3.7351 2.3092
51 H -2.9319 3.1497 3.6449
52 H -4.6570 2.6255 3.3042
53 H -3.4433 2.5330 0.3522
54 H -4.7484 1.4319 1.0729
55 H -3.3883 0.7876 0.2697
56 H -1.5108 3.0240 1.6092
57 H -1.2972 1.1708 1.2812
58 H -0.9960 1.8564 2.8411
59 H -3.1013 -0.2969 2.2474
60 H -4.2390 0.4704 3.3452
61 H -1.3420 -0.1856 3.7718
62 H -2.7502 -0.5989 4.6772
63 H -1.3908 1.3963 5.5262
64 C -0.8784 -3.6551 7.6441
65 C -1.4316 -4.6239 6.5747
66 C -1.9858 -4.0071 5.3227
67 N -2.0404 -4.9804 4.1823
68 C -0.7886 -5.6389 3.8354
69 C -3.1218 -6.0247 4.3461
70 C -4.4529 -5.3868 3.9610
71 C -4.0849 -4.1769 3.0957
72 C -2.5633 -4.2714 2.9427
73 H -0.1350 -2.9941 7.1881
74 H -0.5458 -4.2239 8.5001
75 H -1.6430 -2.9130 7.9133
76 H -2.1432 -5.3278 7.0095
77 H -0.5413 -5.2019 6.3242
78 H -1.2699 -3.2756 4.9412
79 H -2.9847 -3.5929 5.4077
80 H -0.1259 -4.8951 3.3807
81 H -0.8858 -6.3585 3.0267
82 H -0.3158 -6.0769 4.6971
83 H -2.9170 -6.8624 3.6747
84 H -3.0876 -6.4470 5.3471
85 H -5.2994 -5.9316 3.5574
86 H -4.8524 -5.0701 4.9369
87 H -4.4365 -4.3325 2.0807
88 H -4.3971 -3.2160 3.4867
89 H -2.3212 -4.8508 2.0569
90 H -2.0140 -3.3333 2.8901
91 C 4.5592 5.8162 -3.7542
92 F 3.3434 6.1849 -4.1498
93 F 4.5994 4.5139 -3.9744
94 F 5.4822 6.3711 -4.4656
95 S 4.8007 6.2626 -1.9616
96 O 6.1745 6.0101 -1.6946
97 O 4.3931 7.6130 -1.8178
98 N 3.7408 5.1164 -1.3912
99 S 3.3223 5.6511 0.0307
100 O 4.3251 6.2779 0.8305
101 O 2.0609 6.3557 0.0125
102 C 2.8763 4.0583 0.9300
103 F 2.3241 4.4121 2.0718
104 F 2.0538 3.3744 0.1368
105 F 3.9154 3.2509 1.1690
106 C 2.7143 -1.1052 -4.3747
107 F 1.4324 -1.3428 -4.3216
108 F 2.8048 0.2123 -4.6144
109 F 3.3404 -1.3569 -3.2456
110 S 3.5065 -2.0365 -5.8027
111 O 3.3573 -3.3752 -5.3619
112 O 2.8941 -1.6465 -7.0146
113 N 5.0683 -1.4092 -5.6050
114 S 5.9797 -2.1637 -6.6683
115 O 7.3153 -2.2770 -6.1445
116 O 5.4510 -3.3593 -7.2230
117 C 6.1632 -0.8924 -8.0535
118 F 6.7711 -1.4897 -9.0870
119 F 5.0270 -0.3519 -8.4472
120 F 7.0217 0.0340 -7.6067
121 C -6.9266 1.0863 4.0731
122 F -6.5313 1.1063 2.7906
123 F -5.8487 1.1424 4.8129
124 F -7.6394 2.1259 4.2414
125 S -7.8875 -0.5256 4.4350
126 O -7.2546 -1.2452 5.4834
127 O -9.2260 -0.0010 4.5580
128 N -8.1801 -1.3053 2.9363
129 S -6.8501 -2.1888 2.8206
130 O -5.6140 -1.4627 3.0710
131 O -6.9965 -3.4952 3.3949
132 C -6.7188 -2.4801 0.9632
133 F -7.1052 -1.4608 0.2934
134 F -5.4833 -2.7588 0.7581
135 F -7.4560 -3.4782 0.5871
136 C -2.5305 -2.8773 -2.1481
137 F -1.3004 -3.0373 -2.5913
138 F -3.1810 -2.2670 -3.1151
139 F -3.0776 -4.0389 -1.8717
140 S -2.5387 -1.8155 -0.6089
141 O -3.6684 -0.9500 -0.7039
142 O -2.4543 -2.6827 0.5022
143 N -1.1974 -0.9093 -0.9075
144 S -0.0566 -1.3263 0.1403
145 O -0.4677 -1.0927 1.5189
146 O 0.5272 -2.5991 -0.1292
147 C 1.3392 -0.0371 0.0329
148 F 0.8217 1.1827 0.1837
149 F 2.2855 -0.2302 0.8967
150 F 1.8619 -0.1941 -1.2067



no.,HOMO energy (Eh),electronic energy (Ha)
1,-0.36118,-6518.2797
2,-0.34209,-4435.9259
3,-0.46716,-2134.4574
4,-0.34519,-8666.7437